[1]
17
Properties=species:S:1:pos:R:3:mulliken_charge:R:1 method="wB97M-V/def2-TZVPD" homo_lumo_gap_ev=8.91 molar_mass_g_mol=141.60 de_lowest_kcal_mol=35.2 smiles="C=C(Cl)c1cc[nH]c1C" e_homo_ev=-8.044
C 1.0537 -1.8356 -0.7443 -1.25
H 2.1151 2.5734 0.3576 0.37
H -3.7812 -0.0025 0.1840 0.32
N 1.8324 0.5580 -0.3108 -0.03
C -1.6725 -0.3532 0.4017 0.18
H -2.5866 1.4291 -0.1353 0.26
C -2.7741 0.3530 0.0970 -0.82
H 2.0379 -1.7161 -1.0458 0.41
H 1.0525 -2.5730 0.1080 0.27
Cl -1.8872 -2.0196 1.0100 -0.20
C 0.1375 1.4876 0.6637 -0.52
H 2.7588 0.4941 -0.6937 0.18
H -0.5029 2.1746 1.2582 0.36
H 0.1890 -2.0585 -1.4950 0.28
C 0.8380 -0.4293 -0.2022 -0.02
C 1.4579 1.6808 0.2934 -0.54
C -0.2684 0.2373 0.2535 0.76

[2]
18
Properties=species:S:1:pos:R:3:mulliken_charge:R:1 method="wB97M-V/def2-TZVPD" homo_lumo_gap_ev=8.34 molar_mass_g_mol=157.60 de_lowest_kcal_mol=52.7 e_homo_ev=-7.878
C 0.3762 -0.5636 0.9974 0.72
N 1.4832 -0.0548 -1.1744 -0.06
H 0.1408 -0.0997 3.1015 0.36
H -1.7756 -2.2300 1.7054 0.37
O -1.5222 -0.1572 2.1399 -0.40
C -1.5466 -1.3471 1.3166 -0.43
C 0.4108 0.0705 -0.3258 -0.37
H -1.9913 -1.1029 0.3267 0.20
C -0.5622 0.7698 -1.0168 -0.13
Cl 1.6824 -1.6663 1.3077 -0.24
H -0.4516 1.5752 -3.1666 0.31
C -0.1607 0.2658 2.1993 -0.45
H 2.4164 -0.3831 -1.0617 0.20
C 1.2258 0.6172 -2.3019 -0.23
H -0.1209 1.3832 2.1040 0.25
H -1.5938 1.0976 -0.7720 0.44
C -0.0150 1.1121 -2.2458 -0.82
H 2.0043 0.7133 -3.1334 0.30

[3]
22
Properties=species:S:1:pos:R:3:mulliken_charge:R:1 method="wB97M-V/def2-TZVPD" homo_lumo_gap_ev=9.97 molar_mass_g_mol=232.20 de_lowest_kcal_mol=0.0 smiles="CCO[C@@H]1C[C@@]1(SC(=O)F)C(F)(F)F" e_homo_ev=-9.314
H 1.3644 2.1131 0.0873 0.31
H -0.1717 -2.3527 2.5733 0.24
C 0.3008 2.2202 0.1248 -1.07
F -1.1655 -4.7254 0.7662 -0.25
H -0.0565 3.1303 -0.4888 0.32
H 1.3074 -2.4512 1.4674 0.30
C -1.6693 -3.6114 0.3148 0.66
C -0.4520 -2.6798 0.2823 0.24
F -2.5574 -3.1557 1.2211 -0.29
H -1.3314 -0.6754 1.2153 0.45
C 0.2436 -2.2219 1.5486 -0.95
O -0.2159 -4.2820 -3.4364 -0.39
C -0.4245 0.9511 -0.3843 -0.38
C -0.4602 -1.1623 0.7897 0.20
F -1.3934 -2.6071 -2.7977 -0.20
H -0.5049 0.9426 -1.4073 0.40
H 0.0508 2.3941 1.2320 0.25
H -1.4093 1.0458 0.1255 0.29
S 0.5756 -3.1674 -1.1406 -0.18
F -2.3318 -3.7636 -0.8333 -0.24
O 0.1977 -0.2115 0.0473 -0.32
C -0.4321 -3.4435 -2.6817 0.61

[4]
22
Properties=species:S:1:pos:R:3:mulliken_charge:R:1 method="wB97M-V/def2-TZVPD" homo_lumo_gap_ev="6.90 / 7.96" multiplicity=3 molar_mass_g_mol=220.14 de_lowest_kcal_mol=29.9 total_charge=+1 e_homo_ev="-11.279 / -16.545"
C -2.5741 1.4699 -0.0913 -1.29
H -0.6387 2.4823 0.5656 0.52
F 3.2443 -0.0149 0.7412 -0.28
H -3.1895 2.3046 0.2909 0.32
H -2.7226 1.6030 -1.2143 0.34
N -0.2788 0.7016 -0.1501 0.13
F 1.3661 -0.9664 1.3146 -0.21
H -1.5037 -0.9774 -0.7085 0.53
C 1.8956 -1.1694 -0.9659 0.19
H -3.2306 0.6343 0.1708 0.35
C -1.1368 1.6343 0.0988 0.14
C 0.4167 -1.4473 -1.0280 -0.81
H -1.0609 -2.4897 2.7412 0.38
H 2.2981 -0.6299 -1.8548 0.34
F 1.1948 1.7755 1.1626 -0.26
F -1.0252 -1.7854 2.0710 -0.37
H 0.0644 -2.5544 -1.1616 0.36
C 2.0001 -0.3329 0.3310 0.48
C -0.5733 -0.6328 -0.6780 0.10
F 2.6344 -2.2579 -0.8758 -0.28
F 1.6856 1.6936 -0.9106 -0.31
C 1.1341 0.9593 0.1513 0.63

[5]
41
Properties=species:S:1:pos:R:3:mulliken_charge:R:1 method="wB97M-V/def2-TZVPD" homo_lumo_gap_ev=7.96 molar_mass_g_mol=690.56 de_lowest_kcal_mol=27.6 e_homo_ev=-8.535
C -4.3255 -1.8764 0.5393 0.40
S -2.1520 1.0594 -1.3074 1.21
Ru 0.1788 -0.6056 0.9945 1.07
N 3.0860 -2.2852 0.7409 -0.33
F -4.1074 -2.5601 -0.5725 -0.20
S 0.3695 -2.2909 3.8254 -0.25
C -0.3424 2.7207 1.7532 0.50
H 3.9792 -3.0617 -1.4607 0.22
H 1.3759 3.0852 0.8000 0.36
S 0.3204 1.3386 2.5678 -0.38
C -1.7302 -0.0212 -2.7406 0.57
S -3.0663 -0.5462 0.7274 1.22
F -1.3968 -1.2366 -2.3210 -0.21
F -5.5378 -1.3405 0.5029 -0.20
O -3.3602 0.1346 1.9494 -0.68
O 2.4134 2.3851 0.1114 -0.75
N 2.9757 -2.9952 -1.4257 -0.36
H 4.0443 -1.9974 0.6215 0.26
C 2.3455 -2.5735 -0.3280 0.55
F 4.4553 1.9898 -1.5403 -0.25
H 2.4611 -3.0305 -2.2881 0.22
F 4.6280 0.1061 -0.4887 -0.30
O -1.8202 -1.3483 0.7048 -0.60
H 2.6050 -1.9403 1.5560 0.14
F -2.7742 -0.1146 -3.5534 -0.22
N -1.6190 3.0457 1.8850 -0.32
C 3.7724 0.9147 -1.1759 0.65
C 0.3285 -1.4983 2.4991 0.19
H -2.2277 2.3838 2.3380 0.20
S 0.6413 -2.5173 -0.3374 -0.40
H 0.1124 4.2510 0.5030 0.20
N 0.4758 3.4969 1.0656 -0.38
O -2.6369 2.2662 -1.8885 -0.67
N -3.3133 0.2477 -0.5931 -0.60
O -0.9683 1.1405 -0.4725 -0.43
F 3.4273 0.2453 -2.2866 -0.24
F -0.7055 0.5148 -3.3953 -0.22
O 1.8236 0.2069 -0.1126 -0.26
C 2.5365 1.2409 -0.2845 0.22
H -2.0395 3.7530 1.3023 0.22
F -4.2328 -2.6873 1.5855 -0.19

[6]
19
Properties=species:S:1:pos:R:3:mulliken_charge:R:1 method="wB97M-V/def2-TZVPD" homo_lumo_gap_ev="8.76 / 8.78" molar_mass_g_mol=157.14 de_lowest_kcal_mol=79.8 e_homo_ev="-10.192 / -10.525"
C 2.4258 0.4861 -1.0546 -0.10
N -4.5815 -0.3953 2.3547 -0.43
F -0.6060 2.7603 0.4618 -0.24
H -2.5740 0.9246 1.3586 0.52
C -1.8498 0.6887 0.6873 -0.66
C -0.8932 1.4411 0.1732 0.30
C -3.1471 -1.6104 0.7106 -0.81
H 1.9355 -0.0855 -1.8371 0.35
H 4.3410 -0.4824 -1.0345 0.43
H 3.8292 0.1302 0.4114 0.40
O 1.3606 0.8074 -0.1000 -0.27
H 3.2206 -1.4811 -0.2292 0.25
O -0.0951 0.2045 -1.7839 -0.54
H -3.5785 -1.9810 -0.2014 0.28
C -3.9318 -0.9869 1.5967 0.69
H 2.9008 1.4928 -1.4672 0.22
C 0.1743 0.7384 -0.7251 0.64
H -2.4410 -2.3302 1.0987 0.28
C 3.5101 -0.3213 -0.4200 -1.31

[7]
16
Properties=species:S:1:pos:R:3:mulliken_charge:R:1 method="wB97M-V/def2-TZVPD" homo_lumo_gap_ev=10.37 molar_mass_g_mol=106.15 de_lowest_kcal_mol=67.3 smiles="C#C[C@@H]1C(=C=C)[N@H+]1C" total_charge=+1 e_homo_ev=-14.042
C 0.9274 3.2760 0.7683 -0.02
H -3.6775 -0.8648 -1.0033 0.26
C -0.6024 0.0050 -0.0286 0.12
C -1.6349 -0.4561 -0.6316 0.43
H 0.6096 -2.2512 0.8990 0.31
C 0.7794 2.1226 0.4815 -1.02
C -2.6493 -1.0151 -1.2644 -0.90
H 0.5783 -0.0833 1.7417 0.41
C 0.5874 0.9589 -0.2000 0.48
H 2.3229 -1.6074 0.8516 0.31
H 1.0932 0.7467 -1.1319 0.34
H 1.0695 4.1060 1.3062 0.51
N 0.6503 -0.2902 0.6533 -0.13
H 1.2014 -1.4546 -0.6920 0.32
C 1.2843 -1.5546 0.3700 -0.69
H -2.5396 -1.6379 -2.1199 0.27

[8]
16
Properties=species:S:1:pos:R:3:mulliken_charge:R:1 method="wB97M-V/def2-TZVPD" homo_lumo_gap_ev=11.17 molar_mass_g_mol=106.15 de_lowest_kcal_mol=89.8 total_charge=+1 e_homo_ev=-14.536
H -2.4146 0.8111 1.3494 0.41
C -0.3505 0.8355 0.0570 0.17
H 0.3569 -0.1046 -3.4702 0.28
C 1.7607 -0.2752 0.7759 -0.44
H -0.7228 -1.0578 -2.9778 0.25
H -0.0594 0.6700 3.0913 0.46
C -0.3042 -0.3432 1.0966 0.46
C -0.1746 0.7718 2.0743 -0.28
H -0.5450 0.6848 -1.0694 0.19
C 0.8721 -1.2311 0.8859 -0.82
H 0.8958 -2.3052 1.0284 0.41
H 2.8585 -0.1459 0.7812 0.38
C -1.3250 0.7248 1.1270 -0.26
H -1.1943 0.3291 -3.0764 0.27
C 0.7272 0.7958 1.0276 0.40
N -0.3809 -0.1600 -2.7009 -0.88